C8H9F2N3O2 | ωB97M-V with the def2-TZVPD basis set

```
24
Properties=species:S:1:pos:R:3:lowdin_charge:R:1
F -0.7804 1.3379 2.8829 0.093
C -0.7441 0.0628 2.5294 -0.154
N -0.8584 -0.8708 3.4153 0.102
C -0.5836 -2.1480 3.1061 -0.158
C -0.1714 -2.5698 1.8872 -0.114
N -0.1041 -1.7878 0.7979 0.065
C -0.2756 -0.5214 0.8377 -0.109
N -0.1559 0.3810 -0.1240 -0.031
C -0.2302 0.3971 -1.5611 -0.114
C -0.7702 1.8277 -1.5463 -0.116
C -0.5532 1.8514 -0.0543 -0.078
H -0.9056 -2.9250 3.8986 0.135
H -0.0507 -3.5535 1.6772 0.084
H -0.9332 -0.4172 -2.0565 0.170
H 0.7278 0.4331 -2.0230 0.107
H -0.3790 2.5922 -2.0860 0.081
H -1.7959 1.9617 -1.6399 0.093
H 0.3954 2.4000 0.2165 0.146
H -1.2610 2.1014 0.6166 0.070
O 3.4450 -2.5579 -1.7711 0.187
C 2.4810 -2.3064 -1.1796 -0.572
O 1.2901 -2.7455 -1.1288 0.106
F 2.5527 -1.1053 -0.2412 -0.076
H 0.7256 -2.3523 -0.2680 0.084
```

Energy relative to the best compared isomer or geometry (same formula, charge and spin) = 0.0 kJ/mol
Multiplicity = 1
Highest occupied orbital energy = -8.67 eV
Net charge = 0
SMILES = Fc1nccnc1N1CCC1.O=C(O)F

C7H8O | ωB97M-V with the def2-TZVPD basis set

```
16
Properties=species:S:1:pos:R:3:lowdin_charge:R:1
C 1.5727 -0.2262 0.3261 -0.372
C 0.4060 0.5180 0.6500 -0.197
C -0.6833 1.3798 -0.0593 -0.081
C -1.9559 0.8990 -0.1476 -0.104
C -2.0599 -0.5880 0.0735 -0.137
C -1.0359 -1.4451 -0.0654 -0.029
C 0.3078 -0.6292 -0.3904 -0.172
H 2.8220 1.2566 -0.4484 0.271
H 1.6893 -0.9478 1.1647 0.151
H 0.0210 0.0381 1.6278 0.167
H -0.2871 2.3910 -0.2157 0.097
H -2.9099 1.5766 -0.4402 0.147
H -3.1151 -1.0308 -0.0147 0.116
H -0.8325 -2.5261 -0.1539 0.104
H 0.4959 -0.2535 -1.3934 0.142
O 2.8509 0.0057 -0.3058 -0.102
```

Energy relative to the best compared isomer or geometry (same formula, charge and spin) = 660.2 kJ/mol
Multiplicity = 1
Highest occupied orbital energy = -8.08 eV
Net charge = 0

C18H12ClErN3O4 | ωB97M-V with the def2-TZVPD basis set

```
39
Properties=species:S:1:pos:R:3:lowdin_charge:R:1
Er -0.3468 1.5456 -0.1233 1.531
O 0.2764 -5.3181 -0.8291 0.007
C 1.0050 -4.6546 -0.0935 -0.691
O 2.1199 -4.8339 0.3969 0.007
C 0.4831 -3.2058 0.1312 -0.029
C -0.6288 -2.7504 -0.5713 0.090
C -1.0345 -1.4445 -0.3940 -0.171
N -0.3600 -0.5958 0.4151 -0.020
C 0.7349 -1.0304 1.0876 -0.172
C 1.1605 -2.3392 0.9801 0.090
C 1.4236 0.0221 1.8843 -0.196
C 2.6534 -0.1951 2.4986 0.040
C 3.2658 0.8484 3.1677 0.002
C 2.6365 2.0880 3.2309 -0.018
C 1.4164 2.2216 2.6055 -0.118
N 0.8185 1.2270 1.9301 -0.027
C -2.2231 -0.8370 -1.0531 -0.180
C -3.2043 -1.6050 -1.6660 0.036
C -4.3070 -0.9782 -2.2178 -0.001
C -4.4121 0.4050 -2.1480 -0.019
C -3.3950 1.1059 -1.5312 -0.098
N -2.3229 0.5082 -0.9945 -0.023
H -1.1198 -3.4552 -1.2261 0.129
H 2.0171 -2.7380 1.5049 0.128
H 3.1284 -1.1619 2.4373 0.129
H 4.2275 0.6988 3.6372 0.128
H 3.0728 2.9226 3.7573 0.121
H 0.8737 3.1611 2.6548 0.112
H -3.1095 -2.6800 -1.6937 0.130
H -5.0810 -1.5636 -2.6902 0.128
H -5.2587 0.9311 -2.5614 0.121
H -3.4302 2.1895 -1.4758 0.121
Cl 0.4035 4.2427 -0.4103 0.656
C 1.5399 3.6770 -1.7663 -0.285
C 1.2572 2.1898 -1.7019 -0.757
O 1.7993 1.5182 -0.7912 -0.033
O 0.1708 1.7879 -2.2227 -0.077
H 2.5492 3.9496 -1.4741 0.105
H 1.2001 4.1464 -2.6843 0.104
```

Multiplicity = 4
Highest occupied orbital energy (spin up / spin down) = -10.40 / -10.40 eV
Net charge = +1
⟨S²⟩ = 3.752

C29H65N2O20 | ωB97M-V with the def2-TZVPD basis set

```
116
Properties=species:S:1:pos:R:3:lowdin_charge:R:1
O -1.2324 0.5959 4.4883 0.087
N -1.4035 1.1917 3.4916 -0.008
O -0.7587 0.5642 2.4365 -0.123
C -1.6217 0.6806 1.2775 -0.106
C -1.1011 -0.1133 0.0347 -0.169
C -0.1562 0.8619 -0.7996 -0.122
O 0.9605 1.1458 0.0554 -0.122
C 1.7309 -0.0654 0.1039 -0.150
C 0.9996 -1.2868 0.7739 -0.044
N -0.4540 -1.4242 0.3441 -0.041
C -1.2110 -2.3110 1.2827 -0.020
C -2.4826 -2.9810 0.5952 -0.313
O -2.4423 -4.1331 0.2536 0.147
C -3.7367 -2.0937 0.4279 -0.165
C -4.1759 -1.7603 -0.9182 -0.031
C -5.3305 -0.8885 -1.1124 -0.038
C -6.0012 -0.3809 0.0808 -0.047
C -5.5637 -0.7414 1.4408 -0.048
C -4.3994 -1.6170 1.6463 -0.023
H -2.6751 0.4430 1.5798 0.120
H -1.6353 1.7720 0.9851 0.147
H -1.9897 -0.2941 -0.6384 0.155
H 0.1434 0.3560 -1.7588 0.137
H -0.7607 1.7647 -1.0530 0.150
H 2.0401 -0.2966 -0.9526 0.139
H 2.6364 0.1699 0.7312 0.146
H 1.5677 -2.2297 0.5387 0.160
H 0.9608 -1.1457 1.8849 0.143
H -0.4066 -1.9408 -0.5529 0.198
H -0.5273 -3.1804 1.5103 0.155
H -1.4557 -1.8515 2.2696 0.142
H -3.5807 -2.2095 -1.7632 0.100
H -5.6494 -0.6512 -2.1520 0.111
H -6.8666 0.3091 -0.0782 0.102
H -6.1470 -0.3289 2.2879 0.080
H -4.0552 -1.8675 2.6736 0.116
C 2.5426 2.2264 7.0189 -0.239
C 2.6515 1.9449 5.5323 -0.227
O 1.8084 0.8377 5.1928 -0.090
O 2.9123 1.0688 7.7579 -0.065
H 3.1972 3.0482 7.3125 0.125
H 1.5094 2.4769 7.2882 0.118
H 3.6716 1.6584 5.2727 0.104
H 2.3609 2.8156 4.9371 0.122
H 0.8923 1.1350 5.2766 0.054
H 2.5813 0.3121 7.2526 0.079
C 6.9350 2.0540 4.9375 -0.256
C 7.2014 0.7138 5.5972 -0.227
O 6.7286 0.7440 6.9476 -0.073
O 7.5770 3.0908 5.6737 -0.070
H 7.3099 2.0708 3.9165 0.102
H 5.8602 2.2719 4.9279 0.097
H 8.2730 0.5166 5.6409 0.125
H 6.7072 -0.1018 5.0601 0.117
H 5.7634 0.7669 6.9187 0.074
H 7.5032 2.8411 6.6066 0.078
C 5.5592 2.8715 1.3111 -0.224
C 5.8256 2.5159 -0.1401 -0.217
O 5.0335 1.3765 -0.5017 -0.089
O 5.8634 1.7583 2.1497 -0.088
H 6.1673 3.7189 1.6269 0.100
H 4.4996 3.1158 1.4581 0.119
H 6.8695 2.2349 -0.2814 0.128
H 5.5853 3.3494 -0.8055 0.123
H 4.1129 1.6661 -0.5229 0.068
H 5.5987 0.9696 1.6547 0.077
C 7.6932 6.6005 1.3468 -0.242
C 7.6636 8.0845 1.6633 -0.237
O 7.7056 8.2678 3.0793 -0.071
O 6.5920 5.9506 1.9736 -0.089
H 7.6327 6.4259 0.2711 0.119
H 8.6115 6.1435 1.7332 0.119
H 6.7322 8.5307 1.3130 0.124
H 8.5073 8.6085 1.2050 0.120
H 8.5873 8.0138 3.3794 0.096
H 6.4722 6.3943 2.8269 0.086
C -8.8412 3.3179 2.3869 -0.241
C -8.6734 1.8193 2.5561 -0.215
O -7.2916 1.4726 2.3885 -0.117
O -8.3754 3.7164 1.1031 -0.066
H -9.8880 3.6089 2.4807 0.125
H -8.2501 3.8577 3.1364 0.117
H -9.2305 1.2836 1.7869 0.127
H -9.0120 1.4871 3.5412 0.123
H -6.8127 1.8198 3.1523 0.101
H -7.6042 3.1632 0.9153 0.071
C -1.7752 -2.5535 -4.3482 -0.219
C -1.7206 -1.8461 -5.6862 -0.229
O -0.7857 -0.7639 -5.6116 -0.068
O -2.1517 -1.6235 -3.3271 -0.113
H -2.5007 -3.3680 -4.3606 0.121
H -0.7907 -2.9555 -4.0857 0.118
H -2.6918 -1.4115 -5.9284 0.125
H -1.4226 -2.5254 -6.4846 0.100
H 0.0972 -1.1497 -5.5485 0.094
H -1.7295 -0.7838 -3.5654 0.074
C -0.0069 -5.7322 -7.3075 -0.230
C -0.8661 -6.9802 -7.3515 -0.220
O -1.9802 -6.7498 -8.2159 -0.081
O -0.7896 -4.6318 -6.8517 -0.098
H 0.8413 -5.8592 -6.6327 0.121
H 0.3661 -5.4858 -8.3084 0.119
H -1.2688 -7.1998 -6.3621 0.127
H -0.3029 -7.8466 -7.7093 0.122
H -1.6439 -6.7040 -9.1198 0.103
H -1.6781 -4.7600 -7.2290 0.052
C -6.0040 -4.8607 -6.1713 -0.239
C -4.8808 -4.1815 -6.9326 -0.216
O -3.7536 -5.0603 -7.0020 -0.101
O -5.5596 -5.2131 -4.8664 -0.069
H -6.8690 -4.2027 -6.0768 0.123
H -6.3090 -5.7833 -6.6786 0.120
H -4.5524 -3.2837 -6.4060 0.113
H -5.1901 -3.9102 -7.9459 0.125
H -3.9850 -5.7888 -7.5933 0.090
H -4.6351 -5.4836 -4.9642 0.073
```

Energy relative to the best compared isomer or geometry (same formula, charge and spin) = 175.5 kJ/mol
Multiplicity = 1
Highest occupied orbital energy = -11.10 eV
Net charge = +1

C5H7FO2 | ωB97M-V with the def2-TZVPD basis set

```
15
Properties=species:S:1:pos:R:3:lowdin_charge:R:1
C 0.6148 2.0737 0.5986 -0.078
O 0.3200 1.3022 -0.5650 -0.172
C 0.2847 -0.1223 -0.4570 -0.313
C 1.7074 -0.6258 -0.4618 -0.199
O 2.0744 -1.5499 0.2296 0.062
C -0.5549 -0.6844 0.6755 -0.034
C -1.8648 -0.6761 0.5369 -0.109
F -2.4271 -0.2108 -0.6266 0.002
H 0.7924 3.0921 0.2235 0.097
H -0.2450 2.0624 1.2870 0.085
H 1.4674 1.6067 1.1405 0.099
H -0.2013 -0.4926 -1.4075 0.173
H 2.4094 -0.0969 -1.1532 0.142
H -0.0722 -1.0535 1.5566 0.112
H -2.5856 -1.0305 1.3227 0.134
```

Energy relative to the best compared isomer or geometry (same formula, charge and spin) = 106.5 kJ/mol
Multiplicity = 1
Highest occupied orbital energy = -9.80 eV
Net charge = 0
SMILES = CO[C@@H](C=O)/C=C\F

C25H25IN3O4STeW | ωB97M-V with the def2-TZVPD basis set

```
61
Properties=species:S:1:pos:R:3:lowdin_charge:R:1
W -0.4438 -0.3355 0.5736 1.330
C -0.6301 2.9589 -1.8043 -0.027
C -0.3420 2.6589 -0.3619 -0.293
C -1.2378 1.8085 0.3644 -0.236
C -1.0257 1.6443 1.7879 -0.202
C -0.0104 2.3942 2.4196 -0.068
C 0.8604 3.1654 1.6836 -0.044
C 0.7225 3.2511 0.2895 -0.038
H -1.4794 3.6395 -1.8727 0.102
H -0.8923 2.0596 -2.3630 0.077
H 0.2194 3.4389 -2.2847 0.088
H -2.2703 1.7738 0.0045 0.127
H -1.8664 1.3119 2.4043 0.121
H 0.0531 2.3845 3.4972 0.120
H 1.6130 3.7579 2.1755 0.116
H 1.3833 3.9045 -0.2614 0.128
C -2.0910 -3.0526 -4.6579 -0.028
C -2.3658 -2.7394 -3.2246 -0.252
C -2.4862 -1.4177 -2.7932 -0.046
C -2.6450 -1.1169 -1.4478 -0.098
C -2.7529 -2.1528 -0.5217 -0.278
C -2.6963 -3.4736 -0.9364 -0.032
C -2.4814 -3.7555 -2.2768 0.017
S -2.9094 -1.6525 1.1983 0.634
O -3.7926 -2.4953 1.9214 -0.219
O -3.1476 -0.2168 1.1283 -0.343
N -1.3641 -1.6523 1.7772 -0.334
C -0.8112 -2.9803 1.8766 -0.169
C -0.1637 -3.2777 0.4831 -0.639
O 0.0972 -4.3808 0.0890 0.131
O 0.0329 -2.1684 -0.1688 -0.302
H -2.4467 -2.2646 -5.3157 0.088
H -2.5620 -3.9878 -4.9429 0.089
H -1.0177 -3.1660 -4.8145 0.067
H -2.4531 -0.6133 -3.5138 0.127
H -2.8193 -0.0920 -1.1306 0.098
H -2.8237 -4.2748 -0.2256 0.134
H -2.3927 -4.7845 -2.5847 0.132
H -1.5860 -3.7160 2.1188 0.129
H -0.0205 -3.0227 2.6391 0.113
I 2.0930 -1.4972 -5.0373 0.921
C 1.6757 -0.5205 -3.2453 -0.710
C 2.3829 0.4966 -2.6370 -0.091
N 1.7084 0.8168 -1.5152 -0.002
N 0.5721 0.0820 -1.3770 -0.130
C 0.5680 -0.7519 -2.4281 -0.167
H 3.3028 0.9669 -2.9173 0.131
H 1.9076 1.5865 -0.8826 0.120
H -0.2067 -1.4784 -2.5801 0.088
Te 1.9662 -0.7161 1.6011 1.149
C 2.7269 0.9519 2.7776 -0.586
C 3.6303 1.8315 2.1951 -0.181
C 4.1723 2.8679 2.9345 -0.085
C 3.8211 3.0243 4.2647 -0.069
C 2.9363 2.1374 4.8560 -0.068
C 2.3864 1.1056 4.1143 -0.164
H 3.9178 1.6887 1.1627 0.088
H 4.8609 3.5553 2.4661 0.111
H 4.2500 3.8263 4.8436 0.111
H 2.6745 2.2509 5.8972 0.113
H 1.6988 0.4132 4.5780 0.102
```

Energy relative to the best compared isomer or geometry (same formula, charge and spin) = 130.6 kJ/mol
Multiplicity = 3
Highest occupied orbital energy (spin up / spin down) = -10.78 / -11.47 eV
Net charge = +1
⟨S²⟩ = 2.042

Q: What is the net charge in the fourth record?
A: +1

Repeat the third record exactly.
C18H12ClErN3O4 | ωB97M-V with the def2-TZVPD basis set

```
39
Properties=species:S:1:pos:R:3:lowdin_charge:R:1
Er -0.3468 1.5456 -0.1233 1.531
O 0.2764 -5.3181 -0.8291 0.007
C 1.0050 -4.6546 -0.0935 -0.691
O 2.1199 -4.8339 0.3969 0.007
C 0.4831 -3.2058 0.1312 -0.029
C -0.6288 -2.7504 -0.5713 0.090
C -1.0345 -1.4445 -0.3940 -0.171
N -0.3600 -0.5958 0.4151 -0.020
C 0.7349 -1.0304 1.0876 -0.172
C 1.1605 -2.3392 0.9801 0.090
C 1.4236 0.0221 1.8843 -0.196
C 2.6534 -0.1951 2.4986 0.040
C 3.2658 0.8484 3.1677 0.002
C 2.6365 2.0880 3.2309 -0.018
C 1.4164 2.2216 2.6055 -0.118
N 0.8185 1.2270 1.9301 -0.027
C -2.2231 -0.8370 -1.0531 -0.180
C -3.2043 -1.6050 -1.6660 0.036
C -4.3070 -0.9782 -2.2178 -0.001
C -4.4121 0.4050 -2.1480 -0.019
C -3.3950 1.1059 -1.5312 -0.098
N -2.3229 0.5082 -0.9945 -0.023
H -1.1198 -3.4552 -1.2261 0.129
H 2.0171 -2.7380 1.5049 0.128
H 3.1284 -1.1619 2.4373 0.129
H 4.2275 0.6988 3.6372 0.128
H 3.0728 2.9226 3.7573 0.121
H 0.8737 3.1611 2.6548 0.112
H -3.1095 -2.6800 -1.6937 0.130
H -5.0810 -1.5636 -2.6902 0.128
H -5.2587 0.9311 -2.5614 0.121
H -3.4302 2.1895 -1.4758 0.121
Cl 0.4035 4.2427 -0.4103 0.656
C 1.5399 3.6770 -1.7663 -0.285
C 1.2572 2.1898 -1.7019 -0.757
O 1.7993 1.5182 -0.7912 -0.033
O 0.1708 1.7879 -2.2227 -0.077
H 2.5492 3.9496 -1.4741 0.105
H 1.2001 4.1464 -2.6843 0.104
```

Multiplicity = 4
Highest occupied orbital energy (spin up / spin down) = -10.40 / -10.40 eV
Net charge = +1
⟨S²⟩ = 3.752

Q: Number 1 is which compound?
A: C8H9F2N3O2